ORCA calculation (ωB97M-V with the def2-TZVPD basis set) on a cluster of 8 separate species, C10H36O8 in total in a non-equilibrium geometry.

- Multiplicity: 2
- HOMO level (alpha / beta): -12.01 / -12.01 eV
- Expectation value of S²: 0.756
- Charge: +1
- LUMO energy (alpha / beta): -2.8 / -9.9 eV
- E: -1003.97879 a.u.

Each line ends with the Löwdin charge.
CARTESIAN COORDINATES (ANGSTROEM)
C  20.5094  1.7345  -35.4220  -0.08
O  21.8400  1.5350  -34.7973  -0.15
H  20.0159  2.6233  -35.0287  0.08
H  20.5700  1.8893  -36.4992  0.07
H  19.8314  0.9052  -35.2208  0.07
H  22.1822  0.7075  -35.1434  0.05
C  22.8425  4.8503  -33.5363  -0.07
O  22.6370  4.2670  -34.8351  -0.05
H  23.4161  4.3051  -32.7867  0.10
H  23.4053  5.7583  -33.7525  0.09
H  21.9201  5.2021  -33.0743  0.10
H  22.3528  3.3679  -34.6546  0.04
C  24.2090  -1.4379  -37.0721  -0.13
O  23.2631  -1.3432  -36.0026  -0.15
H  24.5401  -0.4228  -37.2910  0.08
H  25.1045  -1.9465  -36.7148  0.08
H  23.7463  -1.8963  -37.9461  0.08
H  22.9728  -2.2066  -35.6995  0.07
C  24.4909  0.6950  -32.1295  -0.12
O  25.2031  1.7799  -31.4810  -0.14
H  25.2435  -0.0185  -32.4649  0.08
H  23.7557  0.2944  -31.4316  0.07
H  23.9803  1.1122  -32.9975  0.05
H  26.1554  1.6936  -31.5670  0.07
C  19.6356  -1.9328  -34.7134  -0.14
O  19.3285  -2.0691  -36.1265  -0.13
H  19.3517  -2.8970  -34.2916  0.08
H  20.6826  -1.7029  -34.5157  0.06
H  19.0118  -1.1675  -34.2515  0.08
H  19.7107  -2.8899  -36.4456  0.07
C  21.3722  5.0487  -38.2069  0.02
O  22.1828  5.7410  -37.2505  0.20
H  21.1672  4.0728  -37.7666  0.10
H  20.5031  5.6470  -38.4805  0.14
H  21.9165  4.8211  -39.1234  0.13
H  21.9540  5.3610  -36.3991  0.09
C  21.2414  1.8980  -31.1000  -0.09
C  21.7166  2.4807  -29.7503  -0.31
O  20.9519  2.0398  -28.6335  -0.06
H  21.8384  2.2311  -31.9489  0.04
H  20.3122  2.3549  -31.4407  0.07
H  21.2726  0.8099  -31.0429  0.07
H  21.7782  3.5661  -29.8297  0.11
H  22.7338  2.1175  -29.6037  0.10
H  20.9316  1.1024  -28.8396  0.07
C  16.3299  3.6323  -37.8071  -0.11
C  17.1279  2.4581  -38.0693  -0.35
O  16.6014  1.3116  -37.3828  -0.07
H  15.2724  3.3783  -37.8806  0.09
H  16.4823  4.5499  -38.3752  0.08
H  16.3971  3.9249  -36.7592  0.08
H  18.1948  2.6372  -37.9364  0.09
H  17.0179  2.1280  -39.1023  0.11
H  16.1471  0.6978  -37.9646  0.09

Atoms 1-6, force components in eV/Å:
C 0.553 -0.227 0.410
O -1.845 0.982 -0.615
H 0.412 0.073 0.426
H 0.290 -0.269 -0.121
H 0.243 -0.112 -0.053
H 0.310 -0.369 -0.134